C4H9N2O2 | the ωB97M-V functional and the def2-TZVPD basis

XYZ file:
```
17
Properties=species:S:1:pos:R:3:forces:R:3
N -2.695069 0.837078 0.266457 1.702 -0.884 -0.653
C -1.710069 0.244274 -0.617105 -0.800 4.160 -1.414
C -0.581538 -0.445687 0.230820 1.620 0.431 1.112
N 0.342244 -1.090660 -0.631823 0.858 0.225 3.098
C 1.710429 -0.540640 -0.726930 -1.915 1.148 -1.623
C 2.231767 0.272353 0.564311 1.788 1.951 2.169
O 3.558219 0.450929 0.843249 -1.679 -0.923 -1.843
O -1.355690 -1.168766 1.150994 -0.496 -0.632 -0.709
H -2.239770 -0.565277 1.156665 1.448 -0.597 -0.035
H -3.664246 0.783821 -0.047961 0.372 -0.812 -0.281
H -1.001587 1.147856 -1.044038 -1.778 -2.169 0.014
H -2.005685 -0.588150 -1.296316 -0.153 1.011 -0.285
H -0.208998 0.432194 0.812507 0.393 -0.405 -0.481
H 2.436855 -1.274834 -1.082903 -0.340 -0.347 0.065
H 1.722832 0.295903 -1.543561 -0.106 -1.084 1.268
H 1.759948 -0.022001 1.483727 -0.799 -1.707 0.451
H 1.700353 1.231610 0.481909 -0.115 0.633 -0.852
```
Forces are in eV/Å.

largest force on an atom = 4.466 eV Å⁻¹
multiplicity = 1
LUMO = 0.98 eV
total charge = -1
molecular weight = 117.13 g/mol
HOMO-LUMO gap = 4.78 eV

=====

C5H10O2 | the ωB97M-V functional and the def2-TZVPD basis

XYZ file:
```
17
Properties=species:S:1:pos:R:3:forces:R:3
C 0.281305 0.096357 -1.897526 -0.024 -0.097 0.114
C 0.098666 -0.419163 -0.683895 0.047 0.025 -0.202
C -1.159620 -0.393252 0.152208 -0.044 0.000 -0.002
C -0.595699 -0.649952 1.551888 -0.230 0.114 0.068
O 0.495162 -1.534703 1.339439 0.038 -0.067 0.059
C 1.155479 -1.105535 0.165820 0.157 0.039 -0.238
H -0.526980 0.588158 -2.434538 0.105 -0.077 0.105
H 1.239631 0.030220 -2.408651 -0.127 -0.020 0.096
H -1.700726 0.553217 0.074671 0.071 -0.148 -0.011
H -1.826464 -1.209887 -0.149581 0.096 0.089 0.052
H -1.292814 -1.143398 2.233293 0.091 0.097 -0.099
H -0.253659 0.297499 1.994601 -0.018 -0.156 -0.036
H 1.592269 -1.981081 -0.325315 -0.055 0.129 0.058
H 1.969075 -0.401735 0.406620 -0.113 -0.082 -0.002
O 0.315412 2.504347 0.359111 -0.053 0.067 -0.137
H -0.419716 2.924954 -0.102436 0.099 0.034 0.113
H 0.628680 1.843955 -0.275710 -0.041 0.053 0.062
```
Forces are in eV/Å.

largest force on an atom = 0.288 eV Å⁻¹
multiplicity = 1
LUMO = 0.81 eV
SMILES = C=C1CCOC1.O
molecular weight = 102.13 g/mol
HOMO-LUMO gap = 10.49 eV

=====

C24H26BO11SSn2 | the ωB97M-V functional and the def2-TZVPD basis

XYZ file:
```
65
Properties=species:S:1:pos:R:3:forces:R:3
Sn 2.833138 -0.013271 -0.411313 -1.950 0.714 -1.231
Sn -1.629784 1.410011 -1.719048 1.299 0.104 0.770
B -0.141178 1.229502 0.928866 0.350 0.889 -0.013
H 0.202497 2.252264 0.919081 0.953 3.952 -0.668
H -1.215375 1.172185 1.012826 -4.555 -0.481 -0.106
H 0.276334 0.707831 0.081652 1.977 -2.592 -3.713
H 0.264943 0.931143 1.882952 1.417 -1.583 3.064
C 2.163042 -2.697522 -4.786627 2.876 0.005 3.016
C 1.109404 -2.858154 -5.560608 -2.074 -0.625 -7.011
C -0.190244 -2.134093 -5.308438 -4.167 -0.724 -2.524
O -1.221068 -2.178608 -6.081331 3.840 -0.357 1.730
C -0.330769 -1.476423 -4.096883 1.551 0.835 2.738
C 0.722231 -1.314235 -3.144892 -0.285 -1.291 -2.884
C 2.116106 -1.903026 -3.589763 -0.059 0.886 2.109
O 3.112656 -1.755889 -2.847549 -1.224 0.237 -0.355
O 0.564792 -0.794560 -2.031894 1.238 0.940 1.862
O 1.335039 -3.341952 -6.768319 -0.819 0.657 3.135
H 3.074814 -3.246095 -4.971394 0.116 0.139 -0.248
H -1.317556 -1.145439 -3.808601 -0.058 0.132 -0.125
C 3.360249 1.524825 -5.220944 -0.590 0.218 1.529
C 2.429785 1.615515 -6.227209 1.435 -0.921 -1.395
C 0.926008 1.964694 -5.916708 -4.175 0.901 -4.731
O 0.027545 2.066014 -6.840524 3.679 -0.875 1.764
C 0.509718 2.290826 -4.666942 3.272 -0.457 5.434
C 1.449659 2.149728 -3.493298 -1.455 -0.489 -2.030
C 2.964777 1.633789 -3.797333 -1.821 1.102 -1.699
O 3.657535 1.409950 -2.829546 0.710 -0.810 0.931
O 1.146485 2.296680 -2.290967 -0.128 -0.570 -0.581
O 2.868638 1.358447 -7.434806 -1.648 0.834 1.963
H 4.382919 1.348122 -5.519810 0.078 -0.196 0.347
H -0.515955 2.557164 -4.458484 -0.004 0.120 -0.267
C 1.154173 3.193231 3.377925 0.721 0.723 0.818
S 2.591974 2.070651 3.551595 0.370 -0.846 -1.870
O 3.044048 1.842366 2.102013 -0.303 -0.388 0.566
C 3.907565 3.130382 4.155548 -1.062 1.426 0.417
H 0.228607 2.617899 3.357019 0.377 -0.113 -0.475
H 1.338910 3.829849 2.512660 -0.210 -0.416 -0.241
H 1.071334 3.869487 4.228754 0.238 -0.108 0.322
H 3.445128 3.662964 4.986580 0.176 0.120 0.282
H 4.061478 3.869476 3.369321 0.262 -0.102 -0.067
H 4.845023 2.702596 4.510895 -0.389 -0.603 -0.402
C -4.470372 0.065036 1.611820 0.165 1.644 -0.545
C -3.839983 -1.102068 1.932986 -1.318 -2.388 -0.028
C -4.603952 -2.060963 2.619878 -0.588 0.305 0.506
C -5.906460 -1.767771 3.059597 0.940 -0.766 0.129
C -6.473611 -0.574406 2.726274 -0.803 0.976 -0.329
C -5.774931 0.350958 1.987357 0.422 -0.089 -0.067
H -3.934108 0.804746 1.035919 0.104 0.121 -0.171
H -2.985818 -1.503437 1.407908 0.618 0.657 0.248
H -4.242526 -3.061185 2.807837 0.311 -0.021 -0.005
H -6.486759 -2.469726 3.640041 0.115 -0.276 -0.057
H -7.498611 -0.311533 2.942318 -0.144 -0.322 0.372
H -6.285763 1.251533 1.680075 0.250 0.183 -0.054
O 2.338785 -1.369985 2.473213 0.387 0.032 0.625
C 1.474943 -1.640773 3.259521 -0.983 -2.851 -0.025
O 1.589571 -2.758312 4.192056 -1.202 1.393 -1.591
C 0.224403 -3.189185 4.649378 -0.035 2.035 -1.527
C -0.819427 -2.323652 3.815698 1.398 0.886 0.290
C 0.053606 -1.140096 3.249397 -0.771 -1.368 1.251
H 0.212648 -2.883852 5.695676 -0.310 -0.590 -0.014
H 0.007250 -4.232708 4.421350 0.775 -0.044 0.451
H -1.629352 -1.955320 4.445343 0.135 0.005 0.086
H -1.309117 -2.777417 2.954079 0.337 -0.685 0.222
H 0.042526 -0.331222 3.979930 -0.240 0.440 -0.362
H -0.307568 -0.866986 2.257896 0.481 0.337 0.436
```
Forces are in eV/Å.

largest force on an atom = 7.338 eV Å⁻¹
multiplicity = 2
LUMO (alpha / beta) = -2.69 / -2.86 eV
<S²> = 1.85
molecular weight = 770.76 g/mol
HOMO-LUMO gap (alpha / beta) = 4.59 / 5.15 eV

=====

C33H25Cl2N5O5PrS | the ωB97M-V functional and the def2-TZVPD basis

XYZ file:
```
72
Properties=species:S:1:pos:R:3:forces:R:3
Pr 0.283496 -0.236139 0.593618 -0.089 -0.032 0.118
O 1.268355 -2.699982 4.042064 0.007 0.865 0.265
C 1.511549 -1.950446 3.087778 -0.639 -0.408 0.397
N 1.103281 -0.694879 2.810514 -1.093 0.428 0.908
C 0.436827 0.063839 3.882747 2.373 -0.907 0.399
C 1.204989 0.276724 5.060544 -2.500 0.169 -1.395
C 0.661771 1.072518 6.056830 1.004 -0.304 1.048
C -0.593542 1.625345 5.915843 -0.347 -0.124 -1.286
C -1.337403 1.405266 4.737139 -0.442 1.152 1.774
C -0.804814 0.663316 3.694717 0.106 -0.163 0.642
N -1.365965 0.577085 2.444700 0.311 -0.251 -1.582
C -2.552460 1.095504 2.178020 -1.023 0.687 -0.871
O -3.518531 1.421631 2.880967 0.473 -0.247 0.530
C -2.773267 1.437177 0.697637 -0.147 -0.839 -0.396
C -4.001085 1.965637 0.290362 0.009 0.199 0.628
C -4.150014 2.279361 -1.041979 -0.332 0.085 -1.303
C -3.112246 2.077902 -1.983750 0.264 0.695 0.536
C -1.947935 1.535618 -1.476835 1.017 -0.822 -0.539
N -1.820504 1.156720 -0.192091 0.418 0.384 -0.004
C 2.326900 -2.593761 2.000850 -0.347 0.499 0.360
C 2.928162 -3.814105 2.257142 0.103 0.272 -0.972
C 3.681158 -4.394954 1.262221 -0.431 0.580 0.551
C 3.765969 -3.738763 0.053278 0.771 -0.334 -1.421
C 3.083045 -2.551064 -0.137567 0.174 0.329 -0.848
N 2.377046 -1.954239 0.842879 0.418 -0.356 -1.448
H 2.114908 -0.255209 5.078185 1.034 -0.212 0.478
H 1.209936 1.225781 7.003917 -0.213 -0.017 -0.624
H -0.959942 2.300432 6.669624 -0.282 -0.028 0.212
H -2.336964 1.879944 4.684275 0.886 -0.532 -0.289
H -4.759277 2.134636 1.082396 0.544 -0.149 -0.840
H -5.103017 2.655983 -1.424002 0.234 0.046 0.273
H -3.111174 2.449252 -3.029332 -0.412 -0.501 0.868
H -1.045060 1.294429 -2.119225 -1.242 0.434 0.695
H 2.756003 -4.299591 3.177891 -0.118 -0.191 0.918
H 4.148913 -5.315903 1.509803 0.506 -0.713 -0.342
H 4.353040 -4.146375 -0.801624 -0.548 0.296 0.795
H 3.141903 -2.100474 -1.167914 -0.412 -0.132 1.308
Cl 3.718465 -0.419681 -3.838699 1.443 -1.192 0.330
C 5.193383 -1.444087 -3.477119 0.620 -0.152 -0.039
Cl 5.173677 -3.133222 -4.155657 -0.337 0.902 0.128
H 5.354581 -1.612635 -2.398921 -0.645 0.463 -0.471
H 6.123553 -0.983838 -3.877042 -1.066 -0.061 0.060
C -6.287913 -0.280711 -3.163508 1.003 -2.255 0.143
C -4.818749 -0.753407 -3.025477 -0.252 -0.413 0.732
C -3.813286 -0.693930 -4.000051 -0.128 1.208 -0.348
C -2.474844 -0.997803 -3.723352 -0.458 -0.739 2.290
C -2.148790 -1.504530 -2.413523 -1.329 0.274 -0.812
C -3.168351 -1.603247 -1.450449 0.188 0.173 -0.926
C -4.462091 -1.235974 -1.751318 0.141 0.509 -1.473
S -0.559086 -2.120856 -1.901645 -1.038 1.855 1.798
O -0.286407 -3.280760 -2.624588 0.559 -2.491 -1.663
O -0.767495 -2.349034 -0.438791 0.589 0.559 -0.291
O 0.399932 -1.031357 -2.091163 0.278 0.755 0.468
H -6.370287 0.697030 -3.517047 -0.005 1.636 -0.864
H -6.640484 -0.265308 -2.138844 -0.543 -0.110 0.000
H -6.916766 -0.958781 -3.795135 0.546 0.517 0.567
H -4.079209 -0.179518 -4.945793 0.338 -0.610 0.434
H -1.685532 -0.774053 -4.409311 0.247 -0.166 -0.469
H -2.973985 -1.926070 -0.451824 0.375 -0.276 0.306
H -5.211464 -1.269029 -0.996339 -0.417 -0.079 0.574
N 5.887519 5.096263 -1.254651 0.950 0.939 -0.160
C 4.953696 4.491665 -1.000224 -0.709 -1.004 -0.241
C 3.883293 3.576467 -0.757230 -0.630 -0.103 0.230
C 2.832327 3.928508 0.093799 0.616 1.747 0.490
C 1.827036 3.068493 0.451917 0.537 -1.394 -0.317
C 1.845674 1.709557 0.008115 -0.123 0.726 0.471
C 2.928216 1.400584 -0.825632 -0.785 -0.113 0.001
C 3.881273 2.286931 -1.271858 0.054 0.215 0.212
H 2.866757 4.951561 0.522612 -0.119 -0.699 -0.266
H 1.137702 3.423809 1.194011 -0.594 0.026 0.066
H 3.019580 0.396809 -1.188681 -0.014 -0.563 -0.295
H 4.574023 1.941936 -2.008208 0.675 0.056 -0.206
```
Forces are in eV/Å.

largest force on an atom = 3.047 eV Å⁻¹
multiplicity = 3
LUMO (alpha / beta) = 2.20 / 2.20 eV
total charge = -1
<S²> = 2.00
molecular weight = 815.47 g/mol
HOMO-LUMO gap (alpha / beta) = 7.19 / 7.19 eV

=====

C4H3I | the ωB97M-V functional and the def2-TZVPD basis

XYZ file:
```
8
Properties=species:S:1:pos:R:3:forces:R:3
C -1.236506 0.973610 0.061052 1.230 -0.594 -0.468
C -0.287211 0.083941 -0.066455 1.406 -1.511 0.629
C 0.250271 -1.297768 0.030422 2.655 5.156 -1.514
C 1.131818 -0.162861 -0.102939 -2.487 -5.076 0.850
I 3.150397 0.158257 0.094123 -0.457 0.277 -0.287
H -0.925520 1.947632 -0.119736 -0.097 1.843 0.086
H -2.183658 0.646642 0.277818 -2.293 -0.246 0.187
H 0.100411 -2.349453 -0.174285 0.042 0.151 0.516
```
Forces are in eV/Å.

largest force on an atom = 5.994 eV Å⁻¹
multiplicity = 1
LUMO = 0.05 eV
SMILES = C=C1C=C1I
molecular weight = 177.97 g/mol
HOMO-LUMO gap = 8.12 eV

=====

C6H12 | the ωB97M-V functional and the def2-TZVPD basis

XYZ file:
```
18
Properties=species:S:1:pos:R:3:forces:R:3
C -1.013009 0.006110 -1.715389 0.032 -0.093 -0.243
C -0.154051 -1.077138 -1.084258 -0.363 0.311 -0.244
C 0.952330 -0.558661 -0.221054 -0.942 -0.071 0.858
C 1.718094 0.573120 0.358450 0.873 0.147 0.446
C 0.307608 0.739992 0.767254 -0.212 -0.705 -0.699
C -0.671646 0.429036 1.913283 0.308 -0.153 -0.007
H -1.422108 -0.326700 -2.666192 -0.221 0.060 -0.035
H -1.823708 0.291167 -1.038269 0.078 0.060 -0.223
H -0.389410 0.883990 -1.899903 -0.208 -0.008 -0.163
H -0.747734 -1.656317 -0.347950 -0.071 0.224 -0.388
H 0.159047 -1.860648 -1.777414 0.319 0.282 -0.369
H 1.493001 -1.468320 0.101089 -0.976 0.300 1.091
H 2.311172 0.032367 1.092123 0.592 0.678 -0.035
H 2.245117 1.347493 -0.187489 -0.075 0.274 0.084
H -0.067498 1.613384 0.179595 -0.106 -1.348 -0.065
H -0.792079 -0.669697 2.011345 0.111 0.630 0.227
H -1.677592 0.822728 1.617773 0.865 -0.294 0.211
H -0.427534 0.878093 2.897005 -0.003 -0.295 -0.446
```
Forces are in eV/Å.

largest force on an atom = 1.494 eV Å⁻¹
multiplicity = 1
LUMO = 1.11 eV
SMILES = CC[C@H]1C[C@@H]1C
molecular weight = 84.16 g/mol
HOMO-LUMO gap = 8.94 eV